Here is the molecule C3H5FS at a distorted geometry from OMol25. Energies are from ωB97M-V with the def2-TZVPD basis set.

The LUMO energy is 0.0332 Ha. For the orbital gap, the calculation gives 0.3667 Ha. As for the energy: -615.29734 Eh. Its structure (SMILES) is F[C@H]1C[C@@H]1S. The spin multiplicity is 1. For the energy above the lowest of the compared OMol25 structures with the same formula, charge and spin, the calculation gives 104.19 kJ/mol. The molecular weight is 92.1 Da. The value obtained for the max |F| is 3.44 eV Å⁻¹. For the highest occupied orbital energy, the calculation gives -9.08 eV.

The geometry in XYZ format:
```
10
Properties=species:S:1:pos:R:3:nbo_charge:R:1
C 0.0177 -0.6325 0.5083 -0.403
C 0.1308 -0.1143 -0.9246 -0.455
C 0.7193 0.6282 0.1491 0.181
H -2.0623 0.4187 0.5495 0.119
H 0.6338 -1.4963 0.6807 0.246
H 0.8786 -0.5883 -1.6000 0.235
H -0.8538 0.0727 -1.4454 0.226
H 0.0377 1.4438 0.4181 0.165
F 2.0415 0.8140 0.2676 -0.320
S -1.5431 -0.5459 1.3968 0.007
```

Here is a structure of composition C36H26CrF6N9O4S4 at a distorted geometry from OMol25. Energies are from ωB97M-V with the def2-TZVPD basis set.

The LUMO energy (spin up / spin down) is -0.0621 / -0.0537 Ha. For the orbital gap (spin up / spin down), the calculation gives 0.1983 / 0.2068 Ha. As for the energy: -5417.47086 Eh. The spin multiplicity is 4. For the energy above the lowest of the compared OMol25 structures with the same formula, charge and spin, the calculation gives 494.30 kJ/mol. The molecular weight is 942.9 Da. The value obtained for the max |F| is 4.87 eV Å⁻¹. For the highest occupied orbital energy (spin up / spin down), the calculation gives -7.09 / -7.09 eV.

The geometry in XYZ format:
```
86
Properties=species:S:1:pos:R:3:mulliken_spin:R:1
Cr 0.3523 -0.4583 -0.0595 3.236
S 0.0673 1.4373 -1.3490 -0.050
C -0.8310 2.7654 -0.6446 0.011
N -0.2831 3.9457 -0.6604 0.000
N -1.0684 5.0433 -0.5314 0.001
C -2.1122 5.3620 -1.3796 0.001
C -2.3769 4.6172 -2.5321 0.001
C -3.3635 5.0302 -3.4023 0.001
C -4.1214 6.1594 -3.1390 0.000
C -3.8886 6.8765 -1.9763 0.000
C -2.8901 6.4910 -1.1053 -0.001
N -2.0860 2.4783 -0.3150 -0.005
N -2.3852 1.5408 0.4909 0.014
C -3.5878 0.9552 0.5169 -0.003
C -3.8886 0.1073 1.5624 0.007
C -5.1427 -0.5348 1.6547 0.001
C -6.0881 -0.4020 0.6937 0.001
C -5.8105 0.3278 -0.5420 0.000
C -4.5234 1.0755 -0.6245 -0.003
H -0.6072 5.8099 -0.0603 0.000
H -1.7912 3.7408 -2.7617 0.000
H -3.5318 4.4763 -4.3113 0.000
H -4.8713 6.4915 -3.8399 0.000
H -4.4820 7.7497 -1.7529 0.000
H -2.7073 7.0559 -0.2025 0.000
H -3.1617 0.0046 2.3535 -0.001
H -5.3589 -1.1033 2.5455 0.000
H -7.0777 -0.8083 0.8174 0.000
H -6.6674 0.6887 -1.1079 0.000
H -4.4516 1.9903 -1.2130 0.000
N 8.9246 -6.0948 -0.2059 0.000
C 8.0102 -5.4067 -0.2684 0.000
C 6.8783 -4.5610 -0.3113 0.000
C 6.0233 -4.5752 -1.4132 0.000
C 4.8911 -3.7826 -1.4209 -0.001
C 4.6058 -2.9628 -0.3323 -0.003
C 5.4856 -2.9252 0.7480 -0.001
C 6.6103 -3.7214 0.7696 0.000
C 3.3528 -2.1816 -0.2349 0.073
C 3.4285 -0.7846 -0.2437 -0.006
C 4.6057 -0.0048 -0.3502 0.013
C 4.2079 1.3144 -0.2890 0.000
C 2.8162 1.2994 -0.1695 0.020
N 2.3305 0.0515 -0.1393 -0.105
C 2.1838 -2.8876 0.0148 -0.011
C 2.0548 -4.2945 0.1943 0.028
C 0.7835 -4.5124 0.6669 -0.003
C 0.1731 -3.2506 0.7592 0.020
N 0.9848 -2.2818 0.3554 -0.089
H 6.2512 -5.2223 -2.2463 0.000
H 4.2233 -3.7979 -2.2701 0.000
H 5.2601 -2.2793 1.5836 0.000
H 7.2760 -3.7140 1.6191 0.000
H 5.5998 -0.3889 -0.4738 0.001
H 4.8168 2.1966 -0.3388 0.000
H 2.1667 2.1568 -0.1273 0.001
H 2.8170 -5.0226 -0.0088 0.001
H 0.3297 -5.4435 0.9410 0.001
H -0.8090 -3.0189 1.1225 0.021
S 0.0366 0.1938 2.2515 -0.066
C 1.1825 1.4442 2.4558 0.020
N 2.4786 1.0903 2.6843 -0.014
C 3.4715 1.9886 2.8448 -0.002
C 3.1958 3.3246 2.8177 -0.008
C 1.8685 3.7447 2.6090 -0.001
C 0.8738 2.8111 2.4457 0.000
H 2.6741 0.0941 2.6615 -0.001
H 4.4634 1.5944 2.9977 0.000
H 3.9822 4.0461 2.9551 -0.001
H 1.6395 4.7973 2.5732 0.000
H -0.1513 3.0940 2.2727 0.000
F -1.9809 -0.1646 -2.8403 0.002
C -1.7690 -1.3894 -2.3525 0.003
F -0.4118 -1.4798 -2.1329 0.011
F -2.0766 -2.2614 -3.2967 0.000
S -2.6578 -1.6639 -0.6745 -0.006
O -1.5529 -1.0815 0.1452 -0.108
O -4.7431 -0.0944 -1.3621 0.000
N -2.4154 -3.2405 -0.7090 0.002
S -3.7249 -4.0063 -0.2367 0.000
O -4.8531 -3.1190 -0.2317 0.000
O -3.8529 -5.3140 -0.7801 0.000
C -3.3807 -4.2771 1.6069 -0.001
F -4.4064 -4.8119 2.2676 0.000
F -3.1216 -3.0849 2.1691 0.000
F -2.3129 -5.0504 1.8073 0.000
```

Here is a cluster of 2 separate species, C7H18N2O in total at a distorted geometry from OMol25. Energies are from ωB97M-V with the def2-TZVPD basis set.

The LUMO energy is 0.0315 Ha. For the orbital gap, the calculation gives 0.2950 Ha. As for the energy: -462.09435 Eh. Its structure (SMILES) is C=CN(O)C(C)C.CNC. The spin multiplicity is 1. For the energy above the lowest of the compared OMol25 structures with the same formula, charge and spin, the calculation gives 492.30 kJ/mol. The molecular weight is 146.2 Da. The value obtained for the max |F| is 4.90 eV Å⁻¹. For the highest occupied orbital energy, the calculation gives -7.17 eV.

The geometry in XYZ format:
```
28
Properties=species:S:1:pos:R:3:nbo_charge:R:1
C -1.8534 -0.0430 0.4685 -0.053
C -2.4802 -1.3531 0.9472 -0.632
C -1.9468 0.1287 -1.0449 -0.616
N -0.4623 0.1863 0.9359 -0.193
O -0.4922 0.5959 2.2967 -0.562
H -0.5095 -0.2089 2.8440 0.453
H 0.3281 1.3866 0.1246 0.441
H -2.4101 0.7802 0.9300 0.215
H -1.9875 -2.2183 0.5126 0.218
H -3.5234 -1.3865 0.6340 0.218
H -2.4330 -1.4462 2.0313 0.206
H -2.9958 0.1995 -1.3302 0.219
H -1.4355 1.0412 -1.3438 0.221
H -1.4908 -0.7055 -1.5696 0.208
C 1.6447 0.8921 -1.8689 -0.406
C 2.6429 1.5247 0.2225 -0.410
N 1.4299 1.1661 -0.4733 -0.707
C 0.5951 -0.7708 0.7205 0.018
C 0.6010 -1.8736 -0.0487 -0.515
H 1.3946 -0.6072 1.4312 0.211
H 2.2638 1.6491 -2.3759 0.170
H 2.1378 -0.0857 -1.9644 0.170
H 2.4114 1.7947 1.2541 0.197
H 3.3345 0.6706 0.2208 0.164
H 3.1712 2.3789 -0.2268 0.166
H 0.6962 0.8471 -2.4039 0.193
H -0.1470 -2.1089 -0.7843 0.193
H 1.5164 -2.4341 -0.1393 0.214
```

Here is a structure of composition C45H63FHfN3O4P2 from OMol25. Energies are from ωB97M-V with the def2-TZVPD basis set.

The LUMO energy is -0.2691 Ha. For the orbital gap, the calculation gives 0.2834 Ha. As for the energy: -3047.66981 Eh. The spin multiplicity is 1. For the energy above the lowest of the compared OMol25 structures with the same formula, charge and spin, the calculation gives 96.94 kJ/mol. The molecular weight is 969.5 Da. The value obtained for the max |F| is 0.55 eV Å⁻¹. For the highest occupied orbital energy, the calculation gives -15.03 eV. The total charge is +3.

The geometry in XYZ format:
```
119
Properties=species:S:1:pos:R:3:lowdin_charge:R:1
Hf -0.3748 0.1600 0.2041 1.527
C -2.7273 -0.1430 0.8268 -0.113
C -2.2460 0.5518 1.9687 -0.167
C -1.9843 1.9147 1.5402 -0.144
C -2.2580 1.9430 0.1461 -0.128
C -2.7391 0.7016 -0.3128 -0.275
C -3.4770 0.4474 -1.6262 -0.538
C -4.9201 0.0620 -1.2724 -0.024
C -2.8544 -0.6875 -2.4386 -0.025
C -3.4989 1.7151 -2.4808 -0.030
C -1.9845 3.2663 2.2841 -0.504
C -1.7446 4.4253 1.3018 -0.049
C -3.4216 3.4614 2.8107 -0.013
C -0.9743 3.4371 3.4209 -0.032
C -2.1127 -0.1511 3.3293 -0.520
C -2.5450 -1.6149 3.1989 -0.056
C -2.9873 0.4710 4.4227 -0.025
C -0.6463 -0.1776 3.7778 -0.042
H -3.0656 -1.1650 0.8271 0.111
H -2.2314 2.8359 -0.4537 0.101
H -4.9550 -0.8693 -0.7062 0.084
H -5.5037 -0.0725 -2.1835 0.097
H -5.3974 0.8399 -0.6763 0.101
H -2.8552 -1.6181 -1.8699 0.079
H -1.8330 -0.4449 -2.7422 0.081
H -3.4349 -0.8550 -3.3468 0.104
H -3.9800 2.5419 -1.9594 0.098
H -4.0610 1.5308 -3.3957 0.101
H -2.4946 2.0267 -2.7764 0.079
H -2.5985 4.5860 0.6451 0.095
H -0.8634 4.2741 0.6789 0.060
H -1.6037 5.3462 1.8676 0.107
H -4.1436 3.3524 1.9998 0.101
H -3.5189 4.4703 3.2135 0.103
H -3.6840 2.7593 3.5942 0.062
H 0.0217 3.6212 3.0158 0.051
H -0.9285 2.5958 4.1021 0.059
H -1.2416 4.3136 4.0110 0.106
H -3.5872 -1.7076 2.8904 0.102
H -2.4433 -2.1021 4.1684 0.101
H -1.9068 -2.1458 2.4890 0.056
H -4.0307 0.5147 4.1099 0.103
H -2.6661 1.4668 4.7035 0.068
H -2.9307 -0.1498 5.3179 0.099
H -0.0553 -0.7609 3.0611 0.030
H -0.5540 -0.6684 4.7483 0.110
H -0.2128 0.8150 3.8567 0.053
C 2.3735 -1.8445 2.8464 -0.230
P 1.9627 -1.3082 1.1458 0.885
C 2.1778 -2.9112 0.3033 -0.223
C 3.3636 -0.3223 0.5330 -0.381
C 4.5418 -0.9198 0.0946 -0.063
C 5.5584 -0.1545 -0.4552 -0.033
C 5.4015 1.2167 -0.5797 -0.030
C 4.2388 1.8270 -0.1328 -0.059
C 3.2170 1.0669 0.4287 -0.382
P 1.7352 1.8402 1.1624 0.863
C 1.8901 3.5990 0.7203 -0.235
C 2.2217 1.8958 2.9235 -0.207
H 3.4182 -2.1547 2.8819 0.066
H 1.7380 -2.6976 3.0897 0.061
H 2.2008 -1.0772 3.5932 0.023
H 3.0735 -3.4027 0.6822 0.061
H 2.2698 -2.7849 -0.7730 0.055
H 1.3225 -3.5495 0.5264 0.051
H 4.6776 -1.9901 0.1669 0.106
H 6.4675 -0.6311 -0.7943 0.123
H 6.1850 1.8168 -1.0205 0.124
H 4.1445 2.8987 -0.2316 0.102
H 1.9112 3.7536 -0.3565 0.048
H 2.8124 3.9850 1.1548 0.067
H 1.0623 4.1602 1.1457 0.027
H 3.1496 2.4657 2.9878 0.075
H 2.4083 0.8963 3.2988 0.023
H 1.4626 2.3723 3.5383 0.026
F -3.5803 -5.8098 1.5825 0.095
C -2.9174 -5.5267 0.4493 -0.180
C -2.2416 -4.3564 0.3399 0.100
C -1.4846 -4.0699 -0.8114 -0.045
C -0.7873 -2.8061 -0.9054 -0.307
O -0.8492 -1.9735 0.0669 -0.186
C -0.0770 -2.5860 -2.0961 -0.063
C -0.0635 -3.5567 -3.0701 0.075
N -0.6940 -4.7302 -2.9994 0.067
C -0.5070 -5.5912 -4.1766 -0.205
C -0.3908 -7.0817 -4.1661 -0.064
C -1.5625 -6.4132 -4.8452 -0.059
C -1.4404 -5.0193 -1.8542 -0.068
C -2.1731 -6.2104 -1.7161 0.075
C -2.9168 -6.4897 -0.5841 -0.125
N -3.6190 -7.6771 -0.4287 -0.086
C -3.2321 -8.8988 -1.0973 -0.127
C -3.3716 -10.0701 -0.1321 -0.070
N -4.7691 -10.1175 0.4199 0.069
C -5.1801 -8.8160 1.0525 -0.071
C -4.9957 -7.7046 0.0356 -0.117
C 0.7201 -1.3569 -2.3724 -0.541
O 1.4569 -1.2715 -3.3157 0.153
O 0.5507 -0.3696 -1.4962 -0.256
H -2.2610 -3.6482 1.1556 0.116
H 0.5097 -3.3559 -3.9657 0.159
H 0.1698 -5.0951 -4.8545 0.149
H -0.5428 -7.6225 -3.2451 0.089
H 0.3905 -7.4992 -4.7845 0.119
H -2.5448 -6.4793 -4.4046 0.100
H -1.5795 -6.3777 -5.9247 0.119
H -2.2006 -6.9294 -2.5119 0.081
H -2.1874 -8.8525 -1.4004 0.137
H -3.8383 -9.0830 -1.9967 0.146
H -2.7011 -9.9490 0.7172 0.148
H -3.1733 -11.0217 -0.6224 0.147
H -4.8454 -10.8769 1.1003 0.193
H -5.4236 -10.3425 -0.3351 0.190
H -4.5420 -8.6615 1.9209 0.146
H -6.2175 -8.9114 1.3688 0.148
H -5.2788 -6.7610 0.4903 0.137
H -5.6740 -7.8709 -0.8151 0.146
O 0.2942 2.8114 -2.2414 0.212
C 0.0536 2.0651 -1.4434 -0.038
```